{"formula": "C7H12", "method": "ωB97M-V/def2-TZVPD", "symbols": ["C", "C", "C", "C", "C", "C", "C", "H", "H", "H", "H", "H", "H", "H", "H", "H", "H", "H", "H"], "coordinates": [[3.4418, -0.6983, 1.0852], [2.7582, 0.3014, 0.2424], [1.8807, 0.6357, -0.5247], [0.5610, 0.2339, -1.0644], [-0.6193, 0.7006, -0.2256], [-1.8207, -0.2048, -0.4988], [-3.0748, 0.2555, 0.2253], [3.9524, -0.1646, 1.8779], [4.1505, -1.3501, 0.5487], [2.6642, -1.3611, 1.5171], [0.6093, -0.8412, -0.8999], [0.3707, 0.4153, -2.1283], [-0.3246, 0.6464, 0.8305], [-0.8334, 1.7536, -0.4443], [-1.5635, -1.2364, -0.2067], [-2.0048, -0.2335, -1.5802], [-2.8936, 0.2379, 1.3048], [-3.3130, 1.2867, -0.0600], [-3.9411, -0.3771, 0.0010]], "mol_weight_g_mol": 96.2, "e_above_lowest_kj_mol": 218.1, "energy_ev": -7451.1711, "e_homo_ev": -9.22, "multiplicity": 1, "e_lumo_ev": 1.049, "orbital_gap_ev": 10.27}